1.
{
  "formula": "C6H9N",
  "method": "ωB97M-V/def2-TZVPD",
  "elements": ["H", "H", "H", "H", "C", "H", "C", "H", "H", "H", "H", "C", "C", "C", "N", "C"],
  "coordinates": [[-0.367, -2.432, -0.621], [-1.473, 0.005, 2.157], [-1.120, -1.364, -1.791], [2.333, 1.337, 0.968], [0.650, -0.612, -0.846], [-1.862, 0.984, -0.799], [1.591, 0.072, -0.525], [3.545, 0.257, 0.277], [3.001, 1.682, -0.632], [-3.241, 0.406, 0.270], [-0.214, 0.604, 0.967], [-1.183, 0.134, 1.117], [2.678, 0.878, 0.034], [-0.604, -1.382, -0.826], [-1.557, -0.935, 0.206], [-2.178, 0.366, 0.044]],
  "lumo_energy_ev": 1.01,
  "homo_lumo_gap_ev": 10.0500,
  "smiles": "CC#CCN1CC1",
  "multiplicity": 1
}


2.
{
  "formula": "C6H9N",
  "method": "ωB97M-V/def2-TZVPD",
  "elements": ["N", "C", "C", "C", "C", "H", "C", "H", "H", "H", "H", "H", "H", "C", "H", "H"],
  "coordinates": [[-0.709, -1.273, -1.157], [1.813, -0.062, 1.467], [-0.629, -0.013, -0.929], [-0.594, 1.103, -1.917], [-0.560, -0.040, 0.589], [0.231, -2.155, 0.568], [0.663, 0.560, 1.223], [0.154, 1.850, -1.630], [-1.464, 0.361, 1.066], [-1.566, 1.607, -1.971], [1.968, -1.114, 1.243], [-0.351, 0.709, -2.908], [-1.546, -2.059, 0.677], [-0.647, -1.560, 0.300], [2.654, 0.465, 1.909], [0.581, 1.620, 1.470]],
  "lumo_energy_ev": 1.08,
  "homo_lumo_gap_ev": 10.4989,
  "multiplicity": 1
}


3.
{
  "formula": "C6H9N",
  "method": "ωB97M-V/def2-TZVPD",
  "elements": ["H", "H", "C", "C", "C", "H", "C", "H", "C", "H", "H", "N", "H", "C", "H", "H"],
  "coordinates": [[-1.822, -1.502, -0.217], [-2.190, 0.754, 0.227], [-0.470, -0.150, 1.212], [1.934, 0.904, -0.298], [-1.098, 0.844, 0.253], [-0.838, 1.894, 0.413], [-0.485, 0.148, -0.969], [1.797, 1.496, 0.607], [0.681, -0.739, 0.558], [-0.288, -2.102, -0.977], [-0.830, -0.387, 2.221], [0.983, -0.042, -0.662], [1.377, -1.427, 1.033], [-0.794, -1.261, -0.478], [-0.737, 0.484, -1.975], [2.789, 1.079, -0.951]],
  "lumo_energy_ev": [0.04, 1.05],
  "homo_lumo_gap_ev": [5.5836, 8.5568],
  "multiplicity": 1
}


4.
{
  "formula": "C6H9N",
  "method": "ωB97M-V/def2-TZVPD",
  "elements": ["H", "H", "C", "H", "H", "H", "C", "C", "H", "C", "H", "N", "H", "H", "C", "C"],
  "coordinates": [[-2.073, 0.047, 2.435], [0.040, -2.151, -1.277], [-0.409, 0.100, 1.051], [-0.491, 0.006, 3.225], [-1.097, 1.512, 2.511], [1.629, -0.188, -2.862], [0.308, 0.883, 0.118], [0.465, 0.022, -1.039], [0.179, 0.834, -2.952], [1.030, 0.548, -2.321], [-1.006, -1.915, 0.984], [-0.573, -1.134, 0.516], [1.622, 1.461, -2.171], [1.422, 0.765, 0.143], [-0.004, -1.218, -0.739], [-1.042, 0.429, 2.377]],
  "lumo_energy_ev": 0.91,
  "homo_lumo_gap_ev": 8.6888,
  "smiles": "Cc1c[nH]c(C)c1",
  "multiplicity": 1
}


5.
{
  "formula": "C6H9N",
  "method": "ωB97M-V/def2-TZVPD",
  "elements": ["H", "C", "N", "H", "C", "C", "C", "H", "H", "C", "H", "H", "C", "H", "H", "H"],
  "coordinates": [[-2.128, 0.730, -0.157], [-0.166, 1.360, 0.080], [-0.316, -0.141, -1.504], [1.499, 1.122, -1.375], [0.644, -1.308, 0.611], [-0.762, -0.902, 0.930], [0.825, 0.486, -0.745], [1.005, -2.118, 1.250], [-0.818, -0.347, 1.977], [-1.147, 0.252, -0.156], [-0.735, 0.408, -2.446], [0.062, 1.453, 1.192], [1.452, -0.732, -0.193], [-0.347, 2.464, -0.280], [2.428, -0.924, -0.075], [-1.495, -1.803, 0.893]],
  "lumo_energy_ev": 1.04,
  "homo_lumo_gap_ev": 9.6664,
  "smiles": "C1=C[C@@H]2C[C@H](C1)N2",
  "multiplicity": 1
}


6.
{
  "formula": "C6H9N",
  "method": "ωB97M-V/def2-TZVPD",
  "elements": ["C", "N", "H", "H", "C", "H", "C", "C", "H", "H", "H", "H", "C", "H", "H", "C"],
  "coordinates": [[0.141, 0.926, 0.820], [0.058, 1.710, -2.478], [-1.849, -0.981, 0.538], [0.081, 0.832, 1.902], [-1.739, -0.361, -0.354], [-1.918, -0.976, -1.237], [-0.342, 0.178, -0.401], [1.312, -0.242, 0.995], [0.582, 1.903, 0.671], [1.307, -0.972, 1.828], [2.324, 0.138, 0.957], [0.379, -1.870, -0.062], [0.767, -0.872, -0.233], [-2.460, 0.456, -0.311], [1.490, -0.915, -1.032], [-0.127, 1.026, -1.562]],
  "lumo_energy_ev": 0.83,
  "homo_lumo_gap_ev": 10.8188,
  "smiles": "CC1(C#N)CCC1",
  "multiplicity": 1
}


7.
{
  "formula": "C6H9N",
  "method": "ωB97M-V/def2-TZVPD",
  "elements": ["N", "C", "C", "H", "C", "H", "H", "H", "H", "H", "C", "H", "H", "C", "H", "C"],
  "coordinates": [[1.842, -2.108, -0.307], [0.280, -0.016, -0.338], [0.973, 1.250, 0.147], [-1.723, -1.149, -0.108], [-0.606, 0.100, -1.540], [1.511, 1.098, 1.087], [-1.816, 0.641, 0.236], [-0.577, -0.717, -2.252], [0.099, -0.055, 2.158], [-0.707, 1.095, -1.959], [-0.777, -0.720, 2.009], [1.696, 1.578, -0.607], [0.239, 2.047, 0.298], [-1.265, -0.172, -0.226], [-0.295, -1.674, 1.704], [1.125, -1.198, -0.303]],
  "lumo_energy_ev": -0.29,
  "homo_lumo_gap_ev": 8.8204,
  "multiplicity": 1
}


8.
{
  "formula": "C6H9N",
  "method": "ωB97M-V/def2-TZVPD",
  "elements": ["H", "C", "C", "H", "C", "H", "C", "H", "C", "N", "C", "H", "H", "H", "H", "H"],
  "coordinates": [[-2.340, 0.042, -1.361], [-1.656, -1.815, -0.947], [1.435, -0.413, 1.200], [2.347, 0.190, 1.156], [-1.019, 0.213, 0.281], [-0.920, -2.109, -0.156], [-0.189, 1.391, -0.087], [1.636, 1.152, -1.286], [0.650, 0.724, -1.132], [-1.774, -0.523, -0.733], [0.450, 0.084, 0.203], [-1.458, 0.220, 1.284], [1.703, -1.457, 1.000], [1.011, -0.357, 2.208], [0.200, 0.314, -2.040], [-0.076, 2.345, 0.410]],
  "lumo_energy_ev": 0.90,
  "homo_lumo_gap_ev": 9.1154,
  "multiplicity": 1
}


9.
{
  "formula": "C6H9N",
  "method": "ωB97M-V/def2-TZVPD",
  "elements": ["H", "C", "H", "H", "H", "H", "C", "C", "C", "H", "H", "C", "H", "N", "H", "C"],
  "coordinates": [[-2.694, 1.841, -0.153], [-0.956, -0.060, -1.232], [0.471, 0.603, 1.528], [2.162, -1.579, 1.362], [-1.522, 2.386, 1.052], [-2.547, 0.979, 1.383], [-0.959, 0.604, -0.032], [-1.979, 1.498, 0.600], [0.936, -0.627, -0.134], [2.566, -1.986, -0.310], [-1.739, -0.003, -1.979], [0.237, -0.838, -1.296], [3.036, -0.416, 0.352], [0.198, 0.254, 0.623], [0.549, -1.484, -2.107], [2.242, -1.173, 0.345]],
  "lumo_energy_ev": 1.03,
  "homo_lumo_gap_ev": 8.7157,
  "smiles": "Cc1ccc(C)[nH]1",
  "multiplicity": 1
}


10.
{
  "formula": "C6H9N",
  "method": "ωB97M-V/def2-TZVPD",
  "elements": ["H", "H", "H", "H", "N", "C", "H", "H", "C", "H", "H", "H", "C", "C", "C", "C"],
  "coordinates": [[-0.770, -1.091, -1.105], [-2.897, 0.031, 2.476], [2.278, 0.998, -1.816], [3.128, 0.617, -0.274], [-0.291, 0.506, 0.852], [1.402, -0.556, -0.982], [1.293, 1.291, -0.336], [1.691, -2.742, -0.420], [2.094, 0.714, -0.812], [0.100, -1.260, -2.684], [-3.281, 1.299, 1.301], [-2.443, 1.585, 2.857], [0.150, -1.162, -1.605], [-1.286, 0.614, 1.398], [1.332, -1.832, -0.864], [-2.500, 0.988, 2.013]],
  "lumo_energy_ev": 0.69,
  "homo_lumo_gap_ev": 9.1937,
  "smiles": "CC1=CC1.CC#N",
  "multiplicity": 1
}


11.
{
  "formula": "C6H9N",
  "method": "ωB97M-V/def2-TZVPD",
  "elements": ["C", "C", "C", "C", "C", "H", "H", "H", "H", "H", "H", "N", "H", "C", "H", "H"],
  "coordinates": [[-0.950, 0.472, -1.261], [-1.155, 0.162, 1.357], [-1.235, 0.272, 0.160], [-0.824, 0.081, 2.775], [1.420, -0.096, -0.597], [0.673, -1.531, -2.082], [-1.388, -0.326, -1.875], [-1.420, 1.408, -1.590], [2.302, 0.472, -0.307], [0.999, -0.688, 0.212], [-1.181, -0.838, 3.246], [0.506, 0.576, -1.503], [-1.205, 0.944, 3.327], [1.224, -0.595, -1.975], [1.968, -0.419, -2.750], [0.268, 0.104, 2.862]],
  "lumo_energy_ev": 1.04,
  "homo_lumo_gap_ev": 9.9616,
  "smiles": "CC#CCN1CC1",
  "multiplicity": 1
}


12.
{
  "formula": "C6H9N",
  "method": "ωB97M-V/def2-TZVPD",
  "elements": ["H", "H", "H", "H", "C", "C", "C", "H", "C", "N", "H", "H", "C", "C", "H", "H"],
  "coordinates": [[-2.423, -1.035, -0.233], [-1.920, -0.395, 1.343], [-1.397, -2.017, 0.854], [0.879, 2.528, -1.268], [1.053, 1.148, 0.270], [-0.370, -0.411, -0.115], [-0.308, 1.113, -0.336], [0.702, -2.210, -0.649], [1.034, -0.376, 0.460], [0.843, 1.529, -1.111], [-0.949, 1.792, 0.211], [1.130, -0.825, -1.770], [0.739, -1.134, -0.804], [-1.599, -1.006, 0.489], [1.018, 1.834, 1.105], [1.394, -0.853, 1.364]],
  "lumo_energy_ev": 1.07,
  "homo_lumo_gap_ev": 9.0433,
  "smiles": "C[C@]12C[C@H]1[C@H]1N[C@H]12",
  "multiplicity": 1
}